(1)
C21H26N6O5OsTe as an isolated structure in a non-equilibrium geometry, computed with ωB97M-V/def2-TZVPD.

## Properties
* HOMO level (spin up / spin down): -7.161 / -7.112 eV
* HOMO-LUMO gap (spin up / spin down): 5.8 / 6.3 eV
* net charge: 0
* ΔE to the lowest compared entry with this formula, charge and spin: 1.051 eV

Geometry as XYZ:
```
60
Properties=species:S:1:pos:R:3:forces:R:3:mulliken_charge:R:1
Os 0.56122 -0.44567 -0.15810 0.9 0.2 2.5 1.84
C 3.07520 -1.41588 3.80140 0.0 0.0 0.1 -0.67
O 2.60116 -2.70820 3.44211 0.0 0.1 -0.2 -0.52
C 1.24065 -2.84032 3.32107 0.1 0.0 0.2 0.49
C 0.59889 -3.74972 4.12206 -0.1 0.0 0.0 -0.49
C -0.78026 -3.97016 4.00087 0.0 0.1 0.0 -0.69
C -1.48731 -3.26535 3.06435 0.0 -0.1 0.0 -1.10
C -0.85528 -2.34156 2.20513 0.0 0.0 -0.3 0.66
C -1.68980 -1.72148 1.21317 0.1 0.1 0.6 -0.19
N -1.33523 -0.83413 0.34228 0.5 0.0 -1.5 0.61
N -2.33224 -0.36363 -0.51104 -0.2 0.1 0.2 -1.13
C -1.78961 0.27281 -1.50904 0.0 -0.2 -0.1 0.57
O -0.51939 0.38975 -1.70441 0.4 0.3 -0.4 -0.69
C -2.68674 0.89738 -2.51340 0.1 0.0 0.0 0.31
C -2.31613 2.10585 -3.09198 0.0 0.0 0.0 -0.40
C -3.13822 2.70411 -4.03462 0.0 0.0 0.0 -0.56
C -4.32171 2.08669 -4.41702 0.0 0.0 0.0 -0.36
C -4.68910 0.87759 -3.84187 0.0 0.0 0.0 -0.61
C -3.87776 0.28587 -2.88553 0.0 0.0 0.0 -0.36
C 0.53764 -2.10911 2.32565 -0.3 -0.1 0.0 0.53
O 1.21690 -1.28294 1.57993 0.2 0.4 -0.2 -0.91
H 3.42029 -1.43541 4.83792 0.0 0.0 0.0 0.31
H 2.30352 -0.65429 3.69965 0.0 0.0 0.0 0.31
H 3.91888 -1.16546 3.15553 0.0 0.0 0.0 0.14
H 1.19017 -4.29099 4.84942 0.0 0.0 0.0 0.45
H -1.27591 -4.68821 4.63897 0.0 0.0 0.0 0.40
H -2.55547 -3.41482 2.96202 0.0 0.0 0.0 0.37
H -2.73355 -2.01939 1.18111 -0.1 0.2 0.1 0.39
H -1.38739 2.57032 -2.78754 0.0 0.0 0.0 0.44
H -2.85587 3.65288 -4.47282 0.0 0.0 0.0 0.38
H -4.95725 2.54677 -5.16291 0.0 0.0 0.0 0.37
H -5.61011 0.39382 -4.14090 0.0 0.0 0.0 0.36
H -4.15478 -0.65304 -2.42579 0.0 0.0 0.0 0.42
N 2.86694 -0.01565 0.14710 -0.7 0.0 -0.4 0.26
C 3.17676 1.34210 -0.27627 -0.2 0.5 0.2 0.50
C 4.58382 1.84023 0.04477 0.0 -0.2 0.0 -1.13
C 5.68268 0.82361 -0.28224 0.2 0.2 0.0 -0.29
C 5.98007 0.66994 -1.77630 -0.3 -0.1 0.1 -1.23
N 4.76004 0.51792 -2.58091 0.5 0.0 -0.3 -0.08
C 3.92049 -0.51681 -2.48263 -0.6 0.0 -0.7 0.07
N 4.29769 -1.63233 -1.86662 0.9 0.0 -0.1 -0.20
N 2.69044 -0.46486 -3.00692 2.1 1.7 -0.8 -0.09
C 2.05327 2.18802 0.37136 0.7 0.0 -0.3 0.13
O 2.31172 3.22954 0.94369 -0.2 -0.1 -0.1 -0.72
O 0.90183 1.65871 0.17159 -1.2 -0.6 0.5 -0.77
H 2.82806 -0.07411 1.16182 0.0 -0.2 0.0 0.16
H 3.49486 -0.73399 -0.18720 -0.2 0.1 0.1 0.11
H 2.98317 1.40376 -1.34674 -0.1 0.1 0.2 0.31
H 4.62685 2.10327 1.10274 0.0 0.0 0.0 0.37
H 4.75008 2.77548 -0.49646 0.0 0.0 0.0 0.35
H 5.42236 -0.14929 0.14192 0.1 0.0 0.1 0.15
H 6.61376 1.12042 0.20537 0.0 0.0 0.0 0.48
H 6.64704 -0.17645 -1.95593 0.0 0.0 -0.1 0.34
H 6.48924 1.55206 -2.16073 0.0 0.0 0.0 0.47
H 4.36774 1.36656 -2.95455 0.0 -0.1 -0.1 0.37
H 5.20589 -1.71086 -1.44596 0.1 0.0 -0.1 0.25
H 3.59596 -2.34450 -1.67000 -0.3 -0.2 0.0 0.01
H 2.35189 0.41581 -3.35960 0.0 0.2 0.0 0.32
H 1.97860 -1.06033 -2.56914 -0.1 0.4 -0.9 0.09
Te 1.21662 -2.43860 -1.55744 -2.5 -2.6 1.7 -0.91
```
Positions in Å, forces in eV/Å.

***

(2)
C21H26N7O2RbSSe2Te2 as an isolated structure in a non-equilibrium geometry, computed with ωB97M-V/def2-TZVPD.

## Properties
* HOMO level: -0.329 eV
* HOMO-LUMO gap: 3.7 eV
* net charge: -2
* ΔE to the lowest compared entry with this formula, charge and spin: 0.996 eV

Geometry as XYZ:
```
62
Properties=species:S:1:pos:R:3:forces:R:3:mulliken_charge:R:1
Rb 0.55360 0.64117 0.72463 -1.3 -0.7 1.6 0.53
C -2.17760 -2.42283 0.02583 -0.1 0.1 0.0 -0.92
C -2.21900 -1.49813 -1.19357 -0.2 -0.4 0.2 -0.98
N -0.94730 -0.86543 -1.44977 0.0 0.5 -0.4 0.55
C -0.02140 -1.58303 -2.28817 -0.1 0.1 -0.1 -1.32
C 0.75640 -2.62263 -1.51907 0.1 -0.4 -0.1 0.83
C 1.11010 -3.83213 -2.10927 0.2 -0.1 0.0 -1.01
C 1.82200 -4.75433 -1.35907 -0.1 0.2 0.1 -0.52
C 2.09780 -4.46433 -0.03257 0.1 0.0 -0.2 -0.88
C 1.70320 -3.23183 0.47793 0.1 -0.4 0.0 0.50
C 1.89720 -2.88113 1.93193 -0.1 0.0 0.2 -1.00
N 0.68100 -2.29373 2.44333 0.3 0.0 0.2 0.41
C -0.43550 -3.21713 2.50133 -0.3 0.2 0.0 -0.80
C -1.75070 -2.44143 2.42413 0.1 -0.2 0.0 -0.93
N -1.84040 -1.66793 1.20583 -0.4 0.1 -0.1 0.56
N 1.07680 -2.33383 -0.26827 0.0 0.3 0.0 0.49
H -1.41690 -3.19223 -0.12187 -0.1 -0.1 -0.1 0.39
H -3.16120 -2.93953 0.11083 0.2 0.0 -0.1 0.43
H -2.94470 -0.70603 -0.99277 0.0 -0.1 0.0 0.29
H -2.57380 -2.07873 -2.06787 0.0 0.1 0.1 0.36
H -1.09310 0.07327 -1.79417 0.1 0.0 0.0 -0.04
H 0.70280 -0.86503 -2.68657 0.0 0.0 0.0 0.41
H -0.53040 -2.07733 -3.14427 0.2 0.1 0.1 0.22
H 0.85350 -4.04233 -3.13837 -0.1 0.0 -0.1 0.43
H 2.13350 -5.69423 -1.79397 0.0 -0.1 0.0 0.40
H 2.61120 -5.18313 0.58863 0.0 0.0 0.1 0.41
H 2.69360 -2.13373 2.01243 0.0 -0.1 0.1 0.29
H 2.21370 -3.79113 2.48203 0.1 0.1 -0.1 0.33
H 0.82890 -1.93093 3.38323 -0.1 0.2 0.2 0.09
H -0.44020 -3.80873 3.43173 0.0 0.0 -0.1 0.35
H -0.36590 -3.90713 1.65503 0.0 -0.1 0.0 0.37
H -1.77480 -1.76723 3.27973 0.0 0.0 0.1 0.17
H -2.59090 -3.15413 2.53253 0.0 0.0 0.0 0.30
H -2.50260 -0.90393 1.31193 0.2 0.1 0.1 -0.01
Se -2.64140 3.69207 3.43783 -0.1 0.3 -0.1 -0.87
Te -2.21280 1.25147 3.20563 -0.2 0.1 0.3 0.23
Te -0.03200 1.13287 4.79913 0.3 -0.1 0.2 -0.21
Se -0.26530 -1.18463 5.70703 0.2 -0.2 0.1 -0.83
C -3.56390 3.75307 -0.07497 0.1 -0.4 -0.6 -0.71
S -2.63800 2.41427 -0.90727 -0.1 1.3 0.0 0.22
O -2.37820 1.41127 0.14753 0.1 -0.7 -0.1 -0.38
C -1.09140 3.30977 -1.19057 -0.3 0.0 -0.2 0.23
C -0.44790 4.02837 -0.19227 -0.1 0.0 0.1 -0.09
C 0.72580 4.69587 -0.49457 0.0 0.1 0.0 -0.75
C 1.25330 4.64447 -1.77697 -0.1 0.0 -0.1 -0.63
C 0.61360 3.91347 -2.76607 0.3 0.1 0.0 -0.44
C -0.55990 3.24747 -2.47157 -0.3 -0.1 0.1 -0.24
H -3.22940 3.84947 0.95783 0.3 -0.1 0.3 -0.07
H -4.61290 3.47027 -0.08217 -0.1 -0.1 0.0 0.37
H -3.41550 4.67857 -0.61927 0.0 0.2 -0.2 0.41
H -0.86630 4.07967 0.80543 -0.1 -0.1 0.2 0.28
H 1.23140 5.26487 0.27213 0.0 0.0 0.1 0.45
H 2.16880 5.17127 -2.00347 0.1 0.0 0.0 0.41
H 1.03280 3.85327 -3.76027 0.1 0.0 -0.1 0.36
H -1.07320 2.67837 -3.23437 -0.1 -0.1 -0.1 0.38
O 2.04810 1.17057 -1.20397 1.5 1.1 -0.5 -0.42
N 2.57560 2.02917 -0.42147 -0.1 -0.5 -0.7 0.28
C 3.72670 2.60647 -0.76107 -0.6 -0.4 0.1 0.16
C 4.49610 2.34517 -1.90747 0.1 -0.7 -1.1 0.32
N 5.13430 2.09967 -2.83687 0.0 0.1 0.0 -0.60
C 4.28160 3.57307 0.08703 0.3 0.8 0.9 0.06
N 4.79120 4.39127 0.72143 -0.1 0.0 0.0 -0.60
```
Positions in Å, forces in eV/Å.

***

(3)
An isolated ion of composition C21H26NOSi and charge +1 in a non-equilibrium geometry, computed with ωB97M-V/def2-TZVPD.

## Properties
* HOMO level: -10.560 eV
* HOMO-LUMO gap: 5.2 eV
* net charge: +1
* ΔE to the lowest compared entry with this formula, charge and spin: 0.000 eV

Geometry as XYZ:
```
50
Properties=species:S:1:pos:R:3:forces:R:3:mulliken_charge:R:1
C 2.04175 -2.39190 1.80393 0.1 0.0 0.1 -0.95
Si 1.66104 -0.63066 2.23575 1.1 -0.4 0.1 0.17
C 1.24402 -0.39089 4.03222 -0.3 0.1 -0.1 -1.04
C 2.91400 0.58738 1.61468 -0.1 0.0 0.0 -1.00
O 0.29901 -0.23912 1.23798 -3.2 0.4 0.7 -0.22
C -0.98546 -0.17488 1.52842 3.1 0.9 -1.3 1.04
C -1.71756 0.98426 0.97220 0.4 0.2 1.5 -0.91
C -1.67922 -1.16863 2.25691 -0.6 -1.5 0.9 -0.41
C -1.41663 -2.50448 2.18884 -0.5 1.2 -0.2 -0.76
H 2.98917 -2.68510 2.28177 -0.3 0.0 -0.2 0.44
H 1.24954 -3.06167 2.16010 0.3 0.0 0.0 0.32
H 2.14146 -2.49983 0.71533 0.0 -0.1 0.2 0.27
H 2.14754 -0.60181 4.62621 -0.3 0.1 -0.2 0.40
H 0.93188 0.64324 4.23453 0.1 -0.2 0.0 0.34
H 0.44729 -1.07219 4.35745 0.2 0.2 0.1 0.33
H 3.88529 0.40673 2.09721 -0.2 0.1 -0.2 0.39
H 3.03103 0.49101 0.52744 0.0 0.0 0.2 0.30
H 2.59860 1.61516 1.83833 0.1 -0.2 -0.1 0.32
H -2.49850 1.23906 1.69034 -0.1 0.1 0.0 0.48
H -1.05987 1.85344 0.81283 -0.2 -0.4 0.0 0.44
H -2.55458 -0.78507 2.80998 0.5 -0.4 -0.2 0.41
H -2.04217 -3.18448 2.76810 0.2 0.0 -0.2 0.38
H -0.69407 -2.90610 1.47353 -0.1 0.1 0.4 0.20
C -3.56626 1.30516 -0.74937 -0.7 -0.1 0.3 -1.73
C -2.34211 0.49778 -0.30098 0.4 -0.7 -2.8 0.23
N -1.28030 0.45633 -1.35138 -1.2 0.2 0.5 0.43
C -0.54513 -0.65915 -1.75796 0.3 0.3 -0.2 -0.01
C -0.81650 -2.01531 -1.59179 0.2 0.0 0.0 -0.39
C 0.11150 -2.92432 -2.11366 0.1 0.3 0.1 -0.84
C 1.29625 -2.47435 -2.72340 0.2 0.1 -0.1 -0.79
C 1.57086 -1.10993 -2.86693 -0.3 -0.2 -0.1 -0.27
C 0.61239 -0.19770 -2.44254 -0.2 -0.5 0.6 0.25
C 0.55945 1.24277 -2.43497 0.0 0.6 0.4 0.21
C -0.64240 1.61328 -1.78442 0.7 0.0 -0.1 0.67
C -0.97491 2.95471 -1.56486 0.5 -0.1 -0.2 -0.54
C -0.04394 3.92282 -1.96978 -0.4 -0.4 0.2 -0.80
C 1.17175 3.56019 -2.55824 0.3 -0.1 -0.1 -0.77
C 1.48750 2.22163 -2.79096 -0.5 0.1 0.0 -0.50
H -4.46505 0.71162 -0.51868 0.2 0.3 -0.1 0.41
H -3.66616 2.26078 -0.21746 0.1 -0.2 -0.2 0.42
H -3.56991 1.48170 -1.82813 0.1 0.0 0.2 0.38
H -2.65733 -0.54571 -0.19384 0.0 0.2 0.1 0.33
H -1.72646 -2.33560 -1.08084 0.2 -0.1 -0.2 0.53
H -0.07503 -3.99664 -2.04495 0.0 0.3 0.0 0.42
H 2.01139 -3.20208 -3.10706 -0.2 0.2 0.2 0.40
H 2.49267 -0.72964 -3.31314 -0.2 -0.4 0.0 0.45
H -1.92040 3.20466 -1.09869 0.2 0.3 -0.1 0.31
H -0.26694 4.97381 -1.79483 0.0 -0.2 -0.1 0.41
H 1.88104 4.34125 -2.83868 -0.2 -0.3 0.1 0.39
H 2.43046 1.91847 -3.22656 0.0 0.2 -0.1 0.46
```
Positions in Å, forces in eV/Å.

***

(4)
C21H27AuO2Si as an isolated structure in a non-equilibrium geometry, computed with ωB97M-V/def2-TZVPD.

## Properties
* HOMO level (spin up / spin down): -7.145 / -7.149 eV
* HOMO-LUMO gap (spin up / spin down): 6.8 / 5.5 eV
* net charge: 0
* 2S+1: 3
* ΔE to the lowest compared entry with this formula, charge and spin: 0.395 eV

Geometry as XYZ:
```
52
Properties=species:S:1:pos:R:3:forces:R:3:mulliken_charge:R:1
C 0.51241 2.00016 2.50200 0.1 0.7 -0.7 -0.65
C 1.46434 2.18961 1.47998 -0.5 -0.1 0.2 -0.51
C 0.80596 2.23685 0.21945 -0.7 0.4 0.6 -0.14
H 2.53163 2.35157 1.63802 -0.3 -0.4 -0.1 0.43
C -0.59251 2.15456 0.43986 0.7 0.5 0.3 -0.72
C -0.81970 2.03883 1.89206 0.6 -0.5 -0.5 -0.88
H -1.75843 2.23238 2.40132 0.2 0.2 0.0 0.55
H 0.73645 1.94783 3.56636 -0.2 0.1 -0.3 0.45
H 1.30166 2.37895 -0.74349 -0.2 -0.1 0.4 0.33
H -1.35939 2.27142 -0.33027 0.2 -0.1 0.5 0.51
C 0.71284 -1.57367 -0.87760 2.2 -0.2 0.1 -0.59
C 1.70660 -1.94310 -0.01491 -1.1 0.2 -1.0 -0.72
C 1.13378 -2.37880 1.30864 -0.3 1.1 0.9 0.58
H 2.77204 -1.96894 -0.20959 -0.1 0.1 -0.1 0.43
C -0.38073 -2.13576 1.11365 0.0 -0.6 -1.5 -0.96
C -0.57586 -1.68299 -0.24032 -0.5 -0.5 2.8 -0.65
H -1.51471 -1.56257 -0.77669 0.1 -0.2 0.3 0.60
H 0.84153 -1.24842 -1.91114 0.0 -0.1 0.5 0.58
H 1.39551 -3.43434 1.51592 -0.3 0.3 -0.1 0.44
H -1.09195 -2.69641 1.71404 -0.1 0.1 -0.2 0.53
Au -0.78911 -0.07782 1.54410 0.1 -0.1 -1.1 0.48
O -0.09232 0.21999 -3.21418 0.4 -0.4 0.1 -0.31
C -0.16165 1.57377 -3.38112 -0.6 0.2 1.0 -0.22
C -1.55718 2.08837 -3.20737 0.3 0.6 0.1 -0.83
H 0.46849 2.13185 -2.65688 0.3 -0.3 -0.8 0.05
H 0.14042 1.68129 -4.44274 0.3 0.3 0.1 0.39
H -1.68069 2.90637 -2.49971 0.0 -0.1 -0.2 0.34
H -3.90074 3.35976 -3.39911 -0.1 -0.3 -0.1 0.34
C -3.88033 2.40739 -3.93700 0.4 -0.4 0.0 -0.51
C -2.65313 1.65041 -3.93435 -1.4 -0.4 -0.8 1.20
C -2.62761 0.44198 -4.71281 0.1 0.4 0.2 -0.40
H -1.69904 -0.13190 -4.74616 -0.5 0.1 0.0 0.29
C -3.76221 -0.00222 -5.36607 -0.1 0.1 -0.1 -0.56
H -3.71236 -0.94051 -5.92001 -0.1 0.3 0.1 0.36
C -4.95361 0.74089 -5.33140 0.1 0.0 0.0 -0.40
H -5.84235 0.37184 -5.85138 0.3 0.2 0.2 0.35
C -4.99124 1.96358 -4.63816 0.1 -0.1 0.0 -0.46
H -5.90133 2.56775 -4.65451 0.3 -0.2 0.1 0.35
C 1.49128 -2.13375 5.10819 0.2 -0.1 0.3 -1.01
Si 2.59758 -1.71939 3.67275 -0.5 0.4 -0.7 0.17
C 3.41503 -0.06105 3.87612 0.3 0.0 0.3 -0.88
C 3.83418 -3.02668 3.21611 0.2 -0.1 0.3 -1.06
O 1.56782 -1.52366 2.39067 -0.1 -0.6 -1.1 -0.04
H 2.08687 -2.27908 6.01735 -0.2 0.0 0.0 0.38
H 0.91216 -3.04469 4.91321 0.1 0.1 0.1 0.29
H 0.77455 -1.32005 5.28057 0.2 -0.1 -0.1 0.29
H 4.06786 -0.08982 4.76078 -0.1 0.1 -0.2 0.41
H 4.03666 0.17642 3.00204 -0.2 -0.1 0.2 0.23
H 2.68791 0.75135 4.00489 0.1 -0.3 0.0 0.17
H 3.35866 -3.94357 2.84413 0.2 0.1 0.2 0.31
H 4.53285 -2.65389 2.45486 -0.2 -0.1 0.2 0.27
H 4.41112 -3.26208 4.11993 0.0 -0.2 -0.2 0.38
```
Positions in Å, forces in eV/Å.